(1)
Molecular formula: C18H25F6LiN4O6P2Sb
Method: DFT, ωB97M-V/def2-TZVPD

The geometry in ORCA input format:
```
! wB97M-V def2-TZVPD RIJCOSX def2/J DEFGRID3
* xyz 0 2
H 3.737 -0.646 -1.528
H -4.875 1.087 -0.871
C -1.973 -0.953 0.468
H 3.857 1.180 2.133
H -0.769 0.818 -2.251
H -0.044 -3.361 -2.910
O -1.601 -4.820 -4.025
Li 0.170 1.018 0.239
H 3.749 -2.681 1.374
C 2.829 -0.222 3.451
Sb 1.188 3.752 0.042
N -3.119 0.917 -3.485
O -4.216 0.752 -3.975
H -3.332 2.973 -0.680
C -0.277 -1.275 -2.464
H 4.712 -0.356 2.344
H 0.137 -1.506 4.307
C 4.074 -0.137 -0.628
C 0.194 -0.433 4.495
C -3.095 -1.638 0.067
H 0.285 2.585 3.770
H 1.999 -2.515 1.637
C -4.064 0.479 -0.493
C 1.254 2.091 3.807
O 1.022 -0.485 -0.635
C 1.014 -1.255 -1.673
C -2.697 -1.465 -3.863
P 1.111 0.393 3.141
N -2.310 -3.859 -4.238
F 2.523 2.511 0.609
N -1.841 0.380 0.404
H 1.619 2.078 4.836
C 3.721 0.104 2.254
C -1.067 -0.146 -2.636
H 2.623 -2.765 -0.011
H -3.137 -2.716 0.135
C -2.255 -0.270 -3.333
H -1.886 2.855 0.211
O 1.908 -2.021 -2.003
O -2.677 1.982 -3.106
H -0.825 -0.045 4.518
H 3.236 0.209 4.369
C -0.670 -2.487 -3.014
H -1.103 -1.484 0.839
H -3.637 -1.542 -4.386
O -3.373 -3.890 -4.821
C -1.874 -2.559 -3.689
H 0.656 -0.265 5.470
H 1.936 2.674 3.187
F 0.652 2.349 -1.162
C -2.882 1.097 -0.038
N -2.781 2.455 -0.018
H -5.058 -1.379 -0.796
F -0.284 4.785 -0.484
C 2.818 -2.298 0.951
C -4.158 -0.889 -0.444
F 2.344 4.522 -1.201
H 5.084 -0.462 -0.368
F -0.002 2.753 1.193
P 2.938 -0.514 0.713
H 4.068 0.942 -0.780
F 1.644 4.900 1.444
H 2.779 -1.303 3.600
*
```

Its expectation value of S² is 0.7530. The calculation puts the HOMO energy (alpha / beta) at -8.380 / -8.827 eV. The value obtained for the HOMO-LUMO gap (alpha / beta) is 0.2747 / 0.2618 Eh.



(2)
Molecular formula: C18H25F6MnNO17S2
Method: DFT, ωB97M-V/def2-TZVPD

The geometry in ORCA input format:
```
! wB97M-V def2-TZVPD RIJCOSX def2/J DEFGRID3
* xyz 0 6
H -5.081 26.831 6.280
H -12.529 25.507 8.625
H -9.358 24.784 3.527
O -11.870 21.187 1.714
H -12.739 23.327 11.029
C -7.930 18.919 0.476
H -11.111 22.858 10.594
H -11.106 25.032 9.508
H -12.041 18.342 0.779
O -7.525 23.675 5.375
C -12.683 20.484 -0.436
H -7.305 27.546 9.057
C -7.128 24.645 5.951
C -11.240 20.505 2.669
H -13.478 19.934 -0.942
C -11.753 24.745 8.676
C -5.463 21.207 5.180
H -8.913 17.062 1.185
O -8.167 19.612 1.707
O -6.332 19.357 6.815
H -9.925 18.092 0.097
O -11.543 19.209 2.618
H -8.756 26.726 8.431
O -10.310 22.916 6.175
S -9.253 19.781 6.412
N -8.134 20.758 5.526
O -9.643 23.882 3.428
F -10.190 20.028 8.873
H -8.577 17.153 -0.469
O -11.001 24.610 7.496
C -9.029 20.180 8.264
Mn -8.977 22.309 4.460
C -12.157 22.759 10.299
H -8.903 20.049 -1.140
O -5.850 24.903 6.165
H -7.305 27.577 6.539
F -4.317 20.612 4.865
O -7.806 21.681 2.481
H -13.830 20.637 1.349
C -5.696 26.146 6.857
O -10.565 20.236 6.017
F -5.815 21.927 4.133
O -10.445 20.939 3.446
H -11.678 20.300 -0.818
C -7.671 26.683 8.504
C -10.929 23.354 7.093
O -11.595 22.555 7.974
H -7.474 25.757 9.047
H -7.157 19.958 -1.201
C -12.339 23.359 8.909
H -6.939 18.460 0.501
O -7.905 25.620 6.408
C -8.917 17.779 0.367
O -7.830 21.226 0.260
S -6.792 19.868 5.547
H -13.397 23.248 8.663
F -5.299 21.972 6.243
C -8.003 20.076 -0.520
C -12.470 18.939 1.586
H -12.858 21.511 -0.773
O -9.035 18.353 6.314
H -5.194 25.940 7.802
H -12.504 21.731 10.360
C -7.915 20.903 1.594
F -8.123 19.408 8.806
C -12.817 20.345 1.066
O -6.799 18.966 4.415
H -13.360 18.398 1.903
F -8.662 21.457 8.405
C -7.162 26.631 7.062
*
```

Its expectation value of S² is 8.7534. The calculation puts the HOMO energy (alpha / beta) at -7.104 / -7.646 eV. The value obtained for the HOMO-LUMO gap (alpha / beta) is 0.2780 / 0.2979 Eh.



(3)
Molecular formula: C18H25N2O3
Method: DFT, ωB97M-V/def2-TZVPD

The geometry in ORCA input format:
```
! wB97M-V def2-TZVPD RIJCOSX def2/J DEFGRID3
* xyz 1 1
H 0.786 -1.160 -2.211
H -5.614 2.093 -0.314
H 0.175 -0.449 0.868
C 6.371 0.193 1.465
C -5.593 1.033 -0.164
H 5.842 -0.285 2.295
H -7.229 0.266 -1.465
O 2.205 -2.063 -0.521
C 2.058 0.195 -1.158
C -0.715 1.447 -0.748
C 4.436 0.781 0.202
H -3.675 0.141 2.470
C -3.668 0.769 1.576
H 2.368 -4.041 -0.275
O -5.042 -0.990 0.593
H 4.139 2.787 -0.457
C 3.940 -0.520 0.188
H -2.067 -1.374 1.466
H 3.927 -3.225 -0.526
C 2.574 1.485 -1.137
H -6.425 -2.124 -0.438
H -2.399 2.562 0.044
N -0.439 0.073 -1.104
H -0.256 -1.787 -0.213
H 3.091 -3.099 1.050
H 0.689 0.519 -2.773
C -4.756 0.334 0.660
H -2.842 1.190 -1.002
H 6.713 -0.569 0.758
H -0.625 2.069 -1.639
H -0.019 1.840 0.016
H -2.634 -1.070 -0.192
C 2.758 -0.813 -0.482
C -2.150 1.536 -0.233
C 2.953 -3.155 -0.035
C -6.061 -1.131 -0.266
C 3.738 1.788 -0.466
H 4.477 -1.304 0.695
C -0.520 -0.768 0.069
C 0.778 -0.118 -1.891
H -1.617 0.970 1.647
H -3.828 1.810 1.864
H 7.232 0.734 1.853
C -1.952 -0.735 0.590
O 5.570 1.164 0.830
N -2.308 0.660 0.953
H 2.059 2.265 -1.678
C -6.443 0.076 -0.765
*
```

The SMILES is COc1ccc(CN2CC[NH+](Cc3ccco3)CC2)c(OC)c1. The calculation puts the HOMO energy at -10.533 eV. The value obtained for the HOMO-LUMO gap is 0.2916 Eh.